Computed, not measured: 2 unconnected molecules or ions with the total composition H2O, with ωB97M-V with the def2-TZVPD basis set.

Its expectation value of S² is 0.910. The value obtained for the HOMO energy (alpha / beta) is -22.69 / -20.65 eV. Its energy above the lowest of the compared OMol25 structures with the same formula, charge and spin is 82.9 kcal/mol. The calculation puts the total energy at -2063.70377 eV. Its spin multiplicity is 2. As for the total charge: +1. The value obtained for the strongest force on any atom is 0.0462 hartree/bohr. Its orbital gap (alpha / beta) is 0.456 / 0.329 Eh. The calculation puts the lowest unoccupied orbital energy (alpha / beta) at -10.3 / -11.7 eV.

Each line ends with the Löwdin spin population.
Atoms and positions in Å:
H -1.251 1.074 0.813  -0.229
H 0.803 -0.552 0.199  0.013
O 0.021 -0.040 -0.129  1.216